{"formula": "C34H60BrCl2FMgN4NaO15PS", "method": "wB97M-V/def2-TZVPD", "homo_lumo_gap_ha": 0.03987, "homo_ev": -4.3, "elements": ["C", "C", "C", "C", "C", "C", "F", "N", "P", "C", "O", "C", "C", "C", "N", "C", "C", "C", "C", "O", "C", "C", "Cl", "C", "C", "C", "C", "N", "C", "C", "O", "H", "H", "H", "H", "H", "H", "H", "H", "H", "H", "H", "H", "H", "H", "H", "H", "H", "H", "H", "H", "H", "H", "H", "H", "H", "H", "H", "H", "H", "H", "H", "H", "H", "H", "H", "H", "H", "H", "H", "C", "O", "O", "O", "H", "O", "Cl", "O", "O", "O", "C", "C", "C", "C", "C", "C", "H", "H", "H", "H", "H", "H", "C", "N", "C", "C", "C", "C", "O", "H", "H", "H", "H", "H", "H", "H", "H", "H", "H", "H", "H", "H", "H", "Mg", "Br", "O", "S", "O", "O", "O", "Na"], "coordinates": [[1.78702, 2.29214, 1.65522], [2.31605, 1.41890, 1.06763], [2.59035, 0.24157, 0.24750], [2.68966, 0.54720, -1.27470], [1.49905, 0.04174, -2.12165], [0.42670, 1.06262, -2.49949], [1.01031, 2.27146, -2.73242], [-0.33730, 0.65968, -3.74308], [-0.60307, -1.17983, -3.92158], [-1.02393, -1.38109, -5.68154], [-1.92791, -1.50771, -3.05574], [-1.51642, 1.60308, -3.87570], [-2.69099, 1.07090, -4.68935], [-3.79279, 2.09432, -4.81027], [-4.55184, 2.35599, -3.84122], [-1.11402, 2.93485, -4.57364], [-1.48741, 4.21604, -3.83541], [-1.38924, 5.40395, -4.77648], [-1.73680, 6.72020, -4.08974], [-0.56225, 7.40453, -3.65934], [-1.97485, 1.66882, -2.40131], [-0.79832, 1.33714, -1.47875], [-0.45149, 2.95439, -0.72815], [-1.00284, 0.30531, -0.39707], [-2.41237, 0.11277, 0.16607], [-3.09686, 1.34575, 0.76342], [-4.37082, 1.82678, 0.03277], [-5.51579, 1.59868, 0.91295], [-6.81411, 1.62418, 0.38200], [-7.09549, 0.95951, -0.93090], [-7.68675, 2.13152, 1.03538], [1.30953, 3.07806, 2.18534], [1.87749, -0.56574, 0.40792], [3.58678, -0.12041, 0.53380], [2.94391, 1.58462, -1.44094], [3.53942, -0.03440, -1.61699], [1.92841, -0.31479, -3.05380], [1.08495, -0.82930, -1.63608], [0.34662, 0.83203, -4.49120], [-0.33899, -0.76617, -6.25521], [-0.81810, -2.42226, -5.90299], [-2.05780, -1.15625, -5.90611], [-2.58077, -1.96762, -3.60069], [-3.12497, 0.15334, -4.30125], [-2.34437, 0.85118, -5.69639], [-3.88406, 2.60596, -5.77003], [-5.22830, 3.07584, -4.15956], [-1.45539, 2.94272, -5.60169], [-0.02534, 2.95643, -4.63343], [-0.75366, 4.38152, -3.05162], [-2.47956, 4.17238, -3.40611], [-2.07570, 5.26712, -5.61142], [-0.38645, 5.49309, -5.18424], [-2.38233, 6.52502, -3.23624], [-2.29123, 7.36207, -4.76375], [-0.48695, 7.31045, -2.70506], [-2.55973, 2.52215, -2.11258], [-2.68113, 0.84444, -2.35043], [-0.30655, 0.45413, 0.42101], [-0.73558, -0.65606, -0.84495], [-2.30071, -0.61182, 0.96805], [-3.02163, -0.37989, -0.58456], [-2.40976, 2.16242, 0.93959], [-3.46219, 1.03886, 1.73674], [-4.26818, 2.86674, -0.27060], [-4.47962, 1.23285, -0.86416], [-5.52440, 2.31936, 1.62490], [-6.39367, 1.31637, -1.68196], [-6.91893, -0.10846, -0.83979], [-8.08994, 1.19775, -1.26631], [-6.22621, 3.57654, -6.43597], [-6.29767, 4.09328, -5.29105], [-7.46407, 3.41465, -7.08158], [-5.22434, 3.17642, -7.03942], [-8.04416, 3.78773, -6.40402], [2.77295, 7.06281, -0.02493], [2.17717, 5.76432, -0.07930], [0.88714, 5.83964, -0.82040], [1.91561, 5.28498, 1.24851], [3.06221, 4.86198, -0.76910], [2.25899, -3.27270, 2.62678], [2.02305, -3.61680, 1.30337], [2.83614, -4.55457, 0.67802], [3.87313, -5.15053, 1.37551], [4.10419, -4.80764, 2.70213], [3.30330, -3.86819, 3.32617], [1.62533, -2.54216, 3.11950], [1.20712, -3.15795, 0.75916], [2.64725, -4.81448, -0.36157], [4.52409, -5.89652, 0.90061], [4.91337, -5.27503, 3.24897], [3.48621, -3.59662, 4.35832], [7.23251, -7.29963, 6.02982], [7.58797, -6.14464, 6.91935], [8.95164, -5.66755, 6.53336], [7.61615, -6.60507, 8.33722], [6.63898, -4.98086, 6.74248], [5.20243, -5.21243, 7.14069], [4.63128, -6.24531, 6.34967], [8.08539, -7.97430, 6.00706], [6.37491, -7.81752, 6.43676], [7.02484, -6.92422, 5.03345], [9.65402, -6.48474, 6.66645], [9.22435, -4.83164, 7.17211], [8.92849, -5.35658, 5.49259], [6.64654, -7.01566, 8.59838], [7.85687, -5.75882, 8.97599], [8.37659, -7.37517, 8.43151], [6.69770, -4.70923, 5.68896], [7.04378, -4.16696, 7.34233], [4.66399, -4.27593, 6.96966], [5.11733, -5.45513, 8.20407], [3.70794, -6.34059, 6.60576], [4.40459, -6.51782, -0.83604], [0.48225, 8.08086, -0.24858], [-10.61840, 2.29668, 5.00538], [-9.86253, 2.12562, 3.75489], [-10.75428, 1.64693, 2.68893], [-8.78250, 1.15315, 3.98853], [-9.29740, 3.42038, 3.34524], [3.68718, -0.62201, 2.16163]], "atomic_forces_ev_per_a": [[-0.86, 1.71, 1.42], [0.14, -2.33, -1.04], [0.80, 0.87, -0.93], [-0.15, -0.60, 0.17], [0.63, 0.70, -0.11], [-1.34, 0.07, 2.15], [0.32, -0.83, -0.94], [0.29, -0.07, -0.91], [1.57, -0.94, 0.45], [-0.36, 0.24, 0.63], [-0.05, -0.05, -0.37], [-1.51, 1.45, 0.29], [0.39, -0.78, -0.54], [0.10, 0.58, -0.01], [-0.08, -0.26, 0.28], [1.08, -0.24, 0.79], [0.51, 0.20, -0.46], [-0.59, 0.18, -0.12], [0.48, -0.03, 0.24], [-0.25, -0.11, -0.14], [-0.15, -1.88, -0.34], [0.69, 2.17, -0.38], [0.34, -0.18, 0.75], [-0.21, -0.85, -0.41], [0.41, 0.27, 0.14], [-0.57, -0.09, 0.14], [0.59, -0.64, 0.25], [0.08, 0.63, -0.77], [-0.43, 0.08, 0.33], [0.97, 0.09, -0.26], [-0.33, 0.17, 0.06], [0.08, 0.40, -0.01], [-0.21, -0.07, 0.20], [-0.15, 0.17, -1.63], [-0.17, 0.32, 0.00], [0.18, -0.03, -0.20], [0.05, -0.10, -0.18], [-0.30, -0.19, -0.05], [-0.26, 0.10, -0.25], [0.00, 0.11, -0.28], [0.13, -0.22, -0.04], [-0.10, 0.11, -0.28], [-0.45, 0.24, 0.16], [0.00, -0.04, 0.31], [0.01, 0.12, -0.25], [-0.15, 0.01, -0.08], [-0.04, 0.04, 0.01], [-0.38, -0.06, -0.15], [0.16, 0.06, -0.21], [-0.10, -0.08, 0.39], [-0.25, -0.05, 0.04], [-0.10, -0.16, -0.15], [0.21, 0.02, -0.09], [-0.22, -0.01, 0.13], [0.01, 0.23, -0.19], [0.20, 0.16, 0.17], [0.16, 0.43, -0.10], [-0.17, -0.13, 0.30], [0.26, 0.35, 0.08], [-0.03, -0.26, 0.03], [0.05, -0.29, 0.05], [-0.30, 0.06, -0.14], [0.27, 0.11, -0.12], [0.05, 0.06, 0.30], [-0.12, 0.21, -0.07], [-0.22, 0.00, -0.29], [-0.06, -0.24, 0.44], [0.03, 0.07, -0.22], [-0.22, -0.24, 0.01], [-0.35, -0.11, 0.14], [-0.07, 0.00, 0.18], [-0.07, -0.11, -0.08], [0.48, 0.22, 0.42], [-0.10, -0.08, -0.51], [-0.25, -0.06, -0.21], [0.89, -0.75, 0.02], [0.89, -0.23, -0.11], [0.82, -0.59, 0.15], [-0.25, -0.28, 0.25], [-0.23, -0.50, -0.22], [-0.02, 0.25, 0.01], [0.03, 0.07, -0.07], [0.05, 0.00, 0.07], [-0.19, 0.44, 0.69], [0.14, -0.11, -0.03], [0.05, 0.08, 0.07], [-0.10, -0.09, 0.03], [-0.04, -0.04, 0.01], [-0.03, 0.01, 0.03], [-0.18, 0.68, 1.24], [-0.01, -0.04, 0.00], [-0.04, -0.02, 0.03], [0.20, -0.16, 0.10], [-0.05, -0.06, -0.06], [-0.04, 0.06, 0.08], [0.00, 0.04, 0.00], [-0.03, -0.05, -0.12], [-0.34, -0.31, 0.06], [0.18, 0.15, 0.07], [0.03, 0.03, -0.02], [-0.14, 0.09, -0.09], [-0.05, -0.02, -0.03], [0.03, -0.01, -0.01], [0.03, 0.02, -0.01], [0.03, 0.01, -0.02], [-0.02, -0.01, 0.02], [0.02, -0.01, 0.03], [0.01, -0.02, 0.02], [0.01, 0.03, -0.01], [0.00, 0.05, -0.02], [0.17, 0.13, 0.10], [0.04, 0.10, 0.02], [-0.07, -0.07, -0.09], [0.27, -1.07, -2.05], [-2.20, 1.93, -0.07], [-0.26, 0.33, -0.14], [-0.01, -0.25, -0.22], [-0.10, -0.36, 0.32], [0.12, 0.12, -0.36], [0.27, 0.13, 0.51], [0.12, -0.35, 1.86]], "mulliken_charge": [0.02, -1.05, 0.17, -1.39, -0.96, 0.97, -0.41, -0.35, 0.11, -1.16, -0.47, 2.55, -1.27, -1.56, -0.14, -2.41, 0.02, -0.62, -0.73, -0.49, -2.36, 1.77, 0.03, -1.10, -1.50, -0.79, -0.39, -0.21, 0.47, -0.73, -0.51, 0.61, 0.44, 0.00, 0.62, 0.45, 0.80, 0.08, 0.84, 0.37, 0.43, 0.42, 0.39, 0.54, 0.50, 0.80, 0.44, 0.45, 0.75, -0.01, 0.42, 0.46, 0.35, 0.36, 0.33, 0.19, 0.53, 0.45, 0.07, 0.11, 0.81, 0.34, 0.39, 0.50, 0.42, -0.11, 0.26, 0.03, 0.26, 0.34, 0.76, -0.84, -0.52, -0.75, 0.30, -0.66, 1.74, -0.43, -0.62, -0.66, -1.12, -0.73, 0.47, 0.91, -0.81, -0.38, 0.67, 0.53, 0.20, -0.37, 0.41, 0.47, -0.87, -0.09, -0.88, -0.89, -0.63, -0.59, -0.48, 0.38, 0.39, 0.36, 0.40, 0.40, 0.40, 0.38, 0.36, 0.40, 0.45, 0.36, 0.41, 0.43, 0.30, -0.21, -0.26, -0.55, 1.36, -0.53, -0.53, -0.48, 0.69]}